This record from OMol25 describes a molecular structure, C5H7O4Tl. The level of theory is ωB97M-V/def2-TZVPD.

Each line ends with the Löwdin spin population.
Cartesian coordinates (Å):
1 C -2.204 -0.897 -0.370  0.00
2 H -2.007 -1.954 -0.147  0.00
3 O 1.699 -0.574 0.768  0.02
4 C 0.327 -0.252 0.957  0.01
5 Tl 2.583 2.952 -1.383  0.01
6 C 2.322 0.331 -0.084  0.11
7 O 3.033 1.299 0.531  0.75
8 H -0.007 -0.882 -1.102  0.00
9 H 3.235 -0.216 -0.524  0.08
10 O -3.901 0.076 1.209  0.00
11 H -0.127 -1.097 1.489  0.00
12 H -0.714 0.947 -0.536  0.00
13 C -3.138 -0.382 0.500  0.00
14 C -0.279 -0.054 -0.432  0.00
15 O 1.463 0.808 -1.014  0.02
16 H 0.259 0.676 1.546  0.00
17 H -2.544 -0.781 -1.408  0.00

Atomic forces in eV per Å
C -0.6 -0.4 0.3
H 0.0 0.3 0.1
O 0.0 -0.5 0.2
C 0.2 0.2 -0.3
Tl 0.0 0.3 -0.3
C 0.1 -0.3 -0.4
O 0.4 0.2 0.5
H -0.5 1.1 -0.2
H -0.4 0.0 0.2
O 0.7 -0.1 -0.3
H 0.2 0.3 -0.1
H 0.2 -0.9 -1.1
C -0.1 -0.2 -0.3
C 0.1 0.2 1.1
O -0.2 -0.1 0.1
H -0.2 -0.3 0.0
H 0.1 0.2 0.3

LUMO level (alpha / beta): -3.8 / -5.9 eV
HOMO energy (alpha / beta): -13.3 / -13.3 eV
2S+1: 2
expectation value of S²: 0.755
ΔE to the lowest compared entry with this formula, charge and spin: 4.0712 eV
charge: +1
orbital gap (alpha / beta): 9.50 / 7.44 eV
calculated total energy: -667.7409 Eh
molecular weight: 335.5 g/mol

***

This record from OMol25 describes 3 unconnected molecules or ions with the total composition C9H24O8PS2. The level of theory is ωB97M-V/def2-TZVPD.

Each line ends with the Löwdin charge.
Cartesian coordinates (Å):
1 O -1.162 5.623 0.119  -0.25
2 H 0.310 -3.339 -1.921  0.08
3 H -3.247 3.334 -1.566  0.11
4 S 1.980 -3.763 -0.324  0.56
5 H -1.422 1.285 1.532  0.08
6 H -3.369 5.824 -1.369  0.07
7 H 0.755 2.731 -0.395  0.07
8 O -1.276 3.995 -1.723  -0.26
9 C -1.930 -0.057 3.091  -0.31
10 C 0.679 -2.814 -1.044  -0.12
11 H -3.564 -2.003 2.376  0.01
12 C 0.663 3.781 -0.131  -0.11
13 C 4.272 -4.266 -1.440  -0.24
14 H -4.196 5.305 -2.839  0.09
15 H -0.379 1.416 2.898  0.14
16 H 3.934 -6.116 -0.368  0.07
17 H 1.206 4.409 -0.832  0.08
18 H 4.724 -3.753 -0.590  0.12
19 H -1.437 -0.861 3.610  0.09
20 C -3.228 5.357 -2.343  -0.07
21 H 1.063 -1.833 -1.308  0.08
22 H 1.019 3.955 0.882  0.08
23 O 2.630 -2.978 0.684  -0.29
24 C -0.892 0.711 2.268  -0.25
25 S -1.038 4.236 -0.174  0.57
26 H 5.421 -6.076 -1.317  0.09
27 H 1.859 -0.946 1.765  0.14
28 O 0.907 -0.807 3.458  0.15
29 H -0.107 -2.728 -0.297  0.06
30 H 4.792 -3.934 -2.336  0.12
31 H -2.567 6.001 -2.923  0.09
32 C 0.968 -0.659 2.308  -0.34
33 H -2.867 -0.672 0.669  0.02
34 C 4.375 -5.771 -1.302  -0.07
35 O -0.034 -0.155 1.553  -0.03
36 H -2.402 0.626 3.777  0.10
37 H -4.410 0.064 2.119  0.02
38 O 1.485 -5.067 -0.029  -0.26
39 C -2.636 3.968 -2.210  -0.25
40 O -1.812 3.272 0.565  -0.31
41 P -3.242 -0.693 2.015  1.11
42 O 2.904 -3.822 -1.607  -0.26
43 H -2.582 3.490 -3.186  0.12
44 H 3.850 -6.268 -2.118  0.09

Atomic forces in eV per Å
O -0.2 0.1 0.3
H 0.0 0.0 0.0
H 0.1 0.0 0.1
S 0.0 0.2 -0.7
H 0.0 0.5 -0.5
H 0.0 0.0 0.0
H 0.0 0.0 0.0
O 0.2 -0.2 0.2
C 0.1 0.1 -0.6
C 0.0 0.1 -0.1
H -0.1 0.0 -0.2
C 0.0 -0.1 0.0
C 0.7 -0.4 0.0
H 0.0 -0.1 0.0
H 0.5 0.0 0.3
H 0.0 0.0 0.0
H 0.0 0.0 0.0
H -0.2 0.1 0.0
H -0.1 -0.3 0.4
C 0.1 0.1 0.2
H 0.0 0.0 0.0
H 0.0 0.1 0.0
O 0.0 -0.1 0.2
C -1.1 -0.2 -0.2
S 0.4 0.0 -0.6
H 0.0 0.1 0.0
H 0.0 -0.1 -0.9
O -0.6 0.0 3.5
H 0.0 0.0 0.0
H -0.2 0.1 -0.1
H 0.0 0.0 -0.1
C 1.1 -0.4 -2.2
H 0.0 -0.1 0.1
C -0.2 0.0 0.1
O 0.1 0.5 -0.5
H -0.2 0.2 0.5
H 0.0 0.0 -0.1
O 0.0 -0.1 0.3
C -0.6 0.2 -0.3
O -0.2 -0.1 0.1
P 0.3 -0.1 0.4
O -0.2 0.1 0.1
H 0.2 0.0 0.0
H 0.1 0.0 -0.1

LUMO level: -3.3 eV
HOMO energy: -13.1 eV
charge: +1
orbital gap: 9.80 eV
calculated total energy: -2096.6500 Eh
molecular weight: 355.4 g/mol

***

This record from OMol25 describes 5 unconnected molecules or ions with the total composition C14H25NO6. The level of theory is ωB97M-V/def2-TZVPD.

Each line ends with the Löwdin charge.
Cartesian coordinates (Å):
1 C 2.038 0.317 -0.217  -0.10
2 O 1.829 2.882 2.365  0.01
3 C 2.069 0.027 -1.586  -0.12
4 H 5.332 3.372 -1.015  0.08
5 H 2.694 0.566 -2.281  0.09
6 N 0.482 -1.204 -0.679  0.01
7 H 1.985 1.213 5.157  0.12
8 C 2.643 2.281 3.385  -0.17
9 O -6.270 0.399 -2.874  0.13
10 C 0.315 1.883 3.872  -0.07
11 H 3.844 2.457 -0.859  0.06
12 H -0.435 1.147 3.583  0.12
13 H 5.394 1.713 -0.377  0.08
14 C -1.022 -4.165 0.033  -0.12
15 H 1.815 0.367 3.630  0.11
16 H 0.593 -0.475 1.329  0.09
17 H 0.737 -1.358 -2.745  0.11
18 H -0.484 -4.073 0.978  0.09
19 H 2.601 1.117 0.225  0.06
20 H -2.611 -1.009 -2.048  0.10
21 H -0.297 -1.861 -0.586  0.09
22 H -3.859 -2.037 -4.684  0.12
23 O -4.405 -0.131 -4.001  0.03
24 H -5.514 -1.986 -1.988  0.13
25 C -4.739 -1.223 -1.939  -0.07
26 H 3.562 1.846 2.994  0.12
27 C 1.718 1.347 4.108  -0.15
28 O -0.330 3.417 2.130  0.13
29 H -3.029 -2.641 -2.367  0.10
30 H 3.555 2.975 1.092  0.03
31 H -0.306 -4.350 -0.765  0.08
32 H -2.532 -0.907 -4.341  0.12
33 H -0.185 2.477 4.640  0.13
34 C -5.225 -0.175 -2.928  -0.49
35 H -1.717 -5.008 0.044  0.08
36 O -1.736 -2.942 -0.199  -0.16
37 C -3.380 -1.622 -2.518  -0.16
38 H 3.036 3.060 4.052  0.13
39 C 4.817 2.636 -0.399  -0.14
40 C 1.159 -0.963 -1.833  -0.14
41 H -4.505 -0.838 -0.951  0.12
42 C 1.017 -0.456 0.339  -0.11
43 C -3.516 -1.245 -4.022  -0.14
44 H -2.159 -2.651 0.613  0.10
45 O 4.501 3.020 0.938  -0.13
46 C 0.520 2.801 2.695  -0.50

Atomic forces in eV per Å
C -1.1 -0.2 0.7
O 0.6 0.0 -0.2
C 0.7 0.1 -0.5
H 0.1 0.4 0.5
H 0.0 -0.3 -0.2
N 0.1 -0.4 0.7
H 0.0 0.1 -0.1
C 0.5 0.9 0.8
O 0.2 0.6 0.0
C 0.0 0.2 -0.4
H 0.3 -0.3 -0.6
H 0.2 -0.2 0.0
H 0.1 -0.1 -0.1
C -0.3 0.1 0.5
H -0.2 0.0 0.1
H 0.1 -0.1 0.0
H 0.4 -0.1 -0.1
H 0.1 -0.4 0.0
H 0.0 -0.2 0.4
H 0.0 0.2 -0.2
H 0.3 0.4 0.0
H -0.3 0.0 0.1
O -0.2 0.2 -0.6
H 0.1 -0.2 0.5
C 1.2 0.0 -0.5
H -0.4 -0.3 -0.5
C -0.2 -1.4 0.6
O 0.1 0.1 -0.3
H -0.4 -0.1 0.0
H -0.1 0.2 -0.3
H 0.0 0.4 -0.1
H -0.2 0.1 -0.5
H 0.5 0.0 0.3
C -0.5 -0.7 0.3
H 0.1 0.0 0.2
O 0.2 -0.2 -0.4
C -0.2 -0.4 -0.9
H -0.4 0.2 -0.1
C -1.3 -0.5 0.2
C -1.0 0.4 -0.5
H -1.0 0.1 0.2
C 0.5 0.5 -0.6
C 1.2 0.3 1.5
H 0.0 -0.2 0.1
O 0.9 0.4 0.2
C -0.6 0.3 -0.1

LUMO level: 0.0 eV
HOMO energy: -8.3 eV
ΔE to the lowest compared entry with this formula, charge and spin: 1.8178 eV
SMILES: c1cc[nH]c1.O=C1CCCO1.O=C1CCCO1.CO.CO
orbital gap: 8.34 eV
calculated total energy: -1054.6005 Eh
molecular weight: 303.4 g/mol

***

This record from OMol25 describes C4H9BrP2 in the gas phase. The level of theory is ωB97M-V/def2-TZVPD.

Each line ends with the Löwdin charge.
Cartesian coordinates (Å):
1 H 0.106 0.961 2.335  0.04
2 C 0.534 -2.092 0.048  -0.31
3 H 1.594 -2.183 -0.220  0.00
4 H -1.321 1.697 -2.882  -0.14
5 C 0.058 0.965 -1.041  -0.45
6 H -0.415 -0.018 -3.200  -0.09
7 H 1.142 0.836 -1.245  0.07
8 C -0.168 1.063 0.358  -0.43
9 H 1.642 0.730 1.606  0.10
10 H -0.149 -2.902 -0.193  0.00
11 P 0.441 -1.471 1.674  0.46
12 Br -1.706 -1.594 2.138  0.26
13 C 0.548 0.383 1.581  -0.44
14 H -1.245 1.124 0.496  0.08
15 H 0.204 1.984 0.687  0.08
16 P -1.266 0.518 -2.141  0.76

Atomic forces in eV per Å
H -0.7 -0.2 1.9
C 0.6 0.2 0.4
H -0.4 -0.1 -0.5
H -0.2 0.7 -0.2
C 2.5 -1.8 -0.4
H -0.6 0.0 0.6
H -0.8 0.3 -0.7
C -1.3 0.1 1.5
H -1.3 -0.8 -0.3
H 0.2 0.1 -0.2
P 0.0 0.5 0.6
Br -0.6 -0.2 0.1
C 1.9 -0.4 -2.5
H -0.2 -0.3 0.7
H 0.3 2.5 -0.1
P 0.6 -0.7 -1.1

LUMO level (alpha / beta): -0.2 / -0.7 eV
HOMO energy (alpha / beta): -8.0 / -7.9 eV
ΔE to the lowest compared entry with this formula, charge and spin: 3.7097 eV
orbital gap (alpha / beta): 7.87 / 7.22 eV
calculated total energy: -3414.3717 Eh
molecular weight: 199.0 g/mol